No. 1
Below is a structure of composition C20H35N2O12PPb at a distorted geometry, with properties calculated with ωB97M-V with the def2-TZVPD basis set.

Cartesian coordinates (Å):
Pb -0.245 0.364 -0.141
C 2.235 -1.071 -2.288
C 2.232 0.377 -2.776
O 0.918 0.899 -2.586
C 0.814 2.287 -2.838
C 1.323 3.149 -1.688
O 0.476 2.910 -0.573
C 0.905 3.552 0.609
C -0.092 3.232 1.720
O -0.050 1.896 2.185
C 0.978 1.576 3.107
C 2.169 0.833 2.511
O 1.717 -0.391 1.935
C 2.770 -1.152 1.369
C 3.079 -0.830 -0.086
O 1.975 -1.226 -0.911
H 3.204 -1.523 -2.537
H 1.438 -1.616 -2.797
H 2.470 0.384 -3.851
H 2.982 0.972 -2.243
H -0.253 2.471 -2.974
H 1.353 2.539 -3.758
H 1.267 4.209 -1.974
H 2.362 2.900 -1.432
H 0.915 4.638 0.448
H 1.921 3.231 0.872
H -1.101 3.346 1.312
H 0.068 3.921 2.556
H 0.513 0.940 3.870
H 1.350 2.488 3.588
H 2.715 1.425 1.775
H 2.871 0.608 3.328
H 2.456 -2.197 1.452
H 3.692 -0.991 1.944
H 3.967 -1.406 -0.381
H 3.295 0.241 -0.204
C -1.481 -2.859 -2.237
C -2.356 -1.668 -2.139
N -2.032 -0.526 -1.568
C -3.135 0.278 -1.608
C -4.156 -0.398 -2.237
N -3.633 -1.623 -2.563
C -5.572 -0.087 -2.574
O -5.989 1.124 -2.325
O -6.257 -0.961 -3.060
C -3.151 1.596 -0.887
O -4.136 2.330 -1.042
O -2.167 1.832 -0.144
H -0.610 -2.697 -1.607
H -1.162 -3.040 -3.262
H -2.020 -3.741 -1.894
H -4.180 -2.333 -3.030
H -5.290 1.709 -1.840
O 4.764 1.714 1.373
C 4.749 2.215 0.251
O 3.911 2.016 -0.656
H 5.584 2.944 -0.011
C -3.151 -3.002 2.482
P -1.427 -2.568 2.061
C -0.651 -1.856 3.543
C -0.574 -4.141 1.681
O -1.379 -1.638 0.901
H -3.202 -3.680 3.328
H -3.620 -3.462 1.615
H -3.679 -2.081 2.712
H -0.501 -2.569 4.344
H -1.284 -1.039 3.882
H 0.298 -1.439 3.209
H -0.626 -4.842 2.508
H 0.463 -3.912 1.449
H -1.038 -4.579 0.800

E_HOMO ... -0.3004 Ha
Kohn-Sham gap ... 8.211 eV
Net charge ... 0
Lowest unoccupied orbital energy ... 0.04 eV
Maximum force ... 0.027 Eh/bohr
DFT total energy ... -2329.81388 hartree


No. 2
Below is a cluster of 2 separate species, C16H22N4O6Si in total at a distorted geometry, with properties calculated with ωB97M-V with the def2-TZVPD basis set.

Cartesian coordinates (Å):
N -3.378 -4.625 7.605
C -2.431 -4.171 7.091
C -1.256 -3.664 6.450
C -0.196 -4.450 5.982
C 0.951 -3.853 5.368
N 1.943 -4.685 4.759
O 1.904 -5.916 4.991
O 2.804 -4.159 3.999
C 1.066 -2.461 5.233
C -0.004 -1.700 5.689
C -1.158 -2.237 6.298
N -2.079 -1.314 6.664
O -1.489 -0.099 6.238
N -0.232 -0.316 5.628
O 0.424 0.608 5.171
H -0.239 -5.535 6.063
H 1.953 -1.985 4.838
C 0.629 -3.237 1.687
C 0.475 -1.910 1.882
O -0.600 -1.283 1.355
C -1.480 -0.611 2.283
C -2.550 0.028 1.422
C -3.755 0.336 2.286
C -4.890 1.030 1.545
O 1.368 -1.125 2.528
Si 2.818 -0.542 1.770
C 3.671 0.392 3.129
C 3.805 -2.027 1.249
C 2.114 0.541 0.432
H 1.476 -3.735 2.132
H -0.138 -3.748 1.111
H -0.932 0.149 2.861
H -1.898 -1.369 2.960
H -2.824 -0.618 0.575
H -2.127 0.949 1.000
H -3.414 0.944 3.134
H -4.110 -0.610 2.713
H -5.736 1.160 2.222
H -4.577 2.015 1.192
H -5.222 0.435 0.690
H 4.586 0.865 2.741
H 3.022 1.179 3.537
H 3.960 -0.279 3.951
H 4.763 -1.683 0.832
H 4.031 -2.685 2.102
H 3.309 -2.630 0.476
H 2.904 0.981 -0.192
H 1.430 -0.002 -0.237
H 1.557 1.377 0.880

E_HOMO ... -0.3259 Ha
Kohn-Sham gap ... 6.439 eV
Structure (SMILES) ... N#Cc1cc([N+](=O)[O-])cc2c1no[n+]2[O-].C=C(OCCCC)O[Si](C)(C)C
Net charge ... 0
Lowest unoccupied orbital energy ... -2.43 eV
Maximum force ... 0.065 Eh/bohr
DFT total energy ... -1582.61262 hartree